# 1
Molecular formula: C21H11AlCl2F9IN3O3S2
Method: DFT, ωB97M-V/def2-TZVPD

```
53
Properties=species:S:1:pos:R:3:lowdin_charge:R:1
Al -0.190 0.474 0.108 -0.56
Cl 5.525 -0.426 3.737 0.67
C 3.902 -0.135 3.193 -0.62
C 2.889 -0.057 4.113 -0.17
C 1.580 0.177 3.692 -0.62
I 0.014 0.258 5.086 0.89
C 1.250 0.339 2.357 -0.43
O 0.051 0.537 1.913 -0.12
C 2.319 0.245 1.413 -0.15
N 1.948 0.359 0.120 0.07
C 2.870 0.279 -0.809 -0.13
C 4.228 0.094 -0.507 -0.04
C 4.626 -0.040 0.793 -0.01
C 3.653 0.015 1.813 -0.16
H 3.110 -0.183 5.163 0.09
H 2.555 0.367 -1.837 0.09
H 4.940 0.058 -1.318 0.11
H 5.664 -0.186 1.059 0.09
N -0.798 -0.889 -7.185 0.16
C -0.610 -0.743 -6.062 -0.17
C -0.397 -0.530 -4.672 -0.21
C 0.209 0.647 -4.227 0.02
C 0.306 0.864 -2.868 -0.14
N -0.110 -0.017 -1.962 0.04
C -0.613 -1.171 -2.388 -0.16
C -0.816 -1.457 -3.729 0.02
H 0.564 1.383 -4.933 0.12
H 0.703 1.789 -2.476 0.07
H -0.948 -1.858 -1.625 0.07
H -1.279 -2.382 -4.033 0.13
Cl -0.211 2.570 -0.290 0.41
C 1.138 -4.684 1.514 -0.13
O 1.652 -4.259 0.262 -0.25
C 1.317 -3.057 -0.229 -1.22
S 2.045 -2.697 -1.685 0.62
S 0.249 -2.074 0.649 0.84
H 1.322 -5.756 1.566 0.09
H 0.071 -4.473 1.593 0.05
H 1.658 -4.169 2.325 0.09
F -3.150 1.718 1.760 0.19
C -3.803 0.624 1.395 -0.54
F -3.735 -0.252 2.402 0.17
F -5.103 0.961 1.261 0.15
C -3.215 0.023 0.078 -0.26
O -1.889 0.069 0.083 -0.05
C -3.786 0.829 -1.133 -0.54
F -3.048 0.620 -2.229 0.17
F -3.788 2.141 -0.903 0.17
F -5.047 0.481 -1.444 0.16
C -3.725 -1.448 -0.042 -0.54
F -5.023 -1.575 0.282 0.16
F -3.040 -2.270 0.742 0.17
F -3.595 -1.899 -1.301 0.16
```

* E_tot: -118449.3467 eV
* 2S+1: 1
* frontier orbital gap: 6.883 eV
* charge: -1
* energy above the lowest of the compared OMol25 structures with the same formula, charge and spin: 0.0 kcal per mole
* highest occupied orbital energy: -5.2298 eV

# 2
Molecular formula: C9H36O9
Method: DFT, ωB97M-V/def2-TZVPD

```
54
Properties=species:S:1:pos:R:3:lowdin_charge:R:1
O 11.980 10.860 12.025 0.07
H 12.737 11.381 12.294 0.09
H 12.131 10.680 11.097 -0.09
O 13.178 7.452 10.590 -0.06
H 12.376 7.867 10.272 -0.24
H 13.262 7.753 11.495 0.00
O 12.370 10.414 9.874 -0.09
H 11.895 9.584 9.900 -0.20
H 11.839 10.977 9.311 -0.19
O 12.269 8.681 12.079 -0.01
H 12.156 9.631 12.079 -0.12
H 11.436 8.340 11.753 0.05
O 11.339 11.477 8.474 0.09
H 11.415 11.295 7.537 -0.06
H 10.482 11.892 8.569 0.15
O 14.386 9.579 9.007 -0.06
H 14.588 8.930 9.680 0.07
H 13.486 9.847 9.194 -0.05
C 15.523 13.691 11.010 -0.04
C 15.107 12.269 10.557 -0.48
C 13.820 12.100 9.744 -0.09
O 16.110 11.836 9.721 -0.04
H 14.622 14.086 11.480 0.07
H 15.854 14.274 10.151 0.08
H 16.322 13.569 11.741 0.07
H 14.998 11.618 11.425 0.13
H 13.900 12.357 8.687 0.05
H 12.988 12.625 10.212 0.11
H 13.526 11.065 9.920 0.00
H 15.781 11.117 9.177 0.06
C 10.430 6.859 8.986 0.02
C 10.983 8.316 8.869 -0.34
C 9.910 9.314 8.679 -0.01
O 11.583 8.612 10.139 0.01
H 9.924 6.510 8.086 0.09
H 9.704 6.751 9.791 0.09
H 11.249 6.150 9.111 0.09
H 11.669 8.524 8.048 0.05
H 10.337 10.316 8.656 0.04
H 9.088 9.247 9.393 0.11
H 9.389 9.252 7.723 0.11
H 10.976 8.293 10.811 0.14
C 13.794 11.438 7.014 -0.05
C 12.777 10.650 6.188 -0.36
C 12.597 9.244 6.834 -0.01
O 11.601 11.388 6.267 0.00
H 13.566 11.494 8.078 0.00
H 13.893 12.446 6.611 0.11
H 14.787 10.990 7.045 0.11
H 13.040 10.541 5.136 0.14
H 13.527 8.705 6.655 0.12
H 11.786 8.663 6.395 0.11
H 12.474 9.264 7.917 0.04
H 11.833 12.266 5.956 0.14
```

* E_tot: -28325.6731 eV
* 2S+1: 1
* frontier orbital gap: 8.574 eV
* charge: 0
* energy above the lowest of the compared OMol25 structures with the same formula, charge and spin: 452.7 kcal per mole
* highest occupied orbital energy: -8.6249 eV

# 3
Molecular formula: C4H6NO6
Method: DFT, ωB97M-V/def2-TZVPD

```
17
Properties=species:S:1:pos:R:3:lowdin_charge:R:1
C -1.623 -0.041 0.413 -0.20
C -0.279 -0.472 -0.054 -0.05
C 0.791 0.292 0.060 -0.05
C 2.167 -0.139 -0.284 -0.24
O 2.998 -0.145 0.832 -0.05
O 4.345 -0.494 0.401 -0.03
O 4.611 0.025 -0.779 0.01
O -2.650 -0.461 -0.425 0.05
N -3.745 0.312 -0.195 -0.39
O -3.680 1.230 0.621 0.07
O -4.778 0.080 -0.818 0.11
H -1.834 -0.439 1.417 0.15
H -1.685 1.055 0.468 0.13
H -0.187 -1.463 -0.465 0.12
H 0.691 1.265 0.513 0.12
H 2.210 -1.152 -0.704 0.14
H 2.647 0.546 -1.000 0.12
```

* E_tot: -18008.8311 eV
* 2S+1: 2
* ⟨S²⟩: 0.755
* frontier orbital gap (spin up / spin down): 10.687 / 8.983 eV
* charge: 0
* energy above the lowest of the compared OMol25 structures with the same formula, charge and spin: 141.4 kcal per mole
* highest occupied orbital energy (spin up / spin down): -10.5979 / -10.5318 eV

# 4
Molecular formula: C34H44AsClIIrN3O3SSi3
Method: DFT, ωB97M-V/def2-TZVPD

```
92
Properties=species:S:1:pos:R:3:lowdin_charge:R:1
Ir 0.448 0.042 0.136 1.07
Cl -5.183 2.783 3.085 0.73
C -3.873 2.478 1.998 -0.60
C -3.369 3.491 1.237 -0.15
C -2.266 3.274 0.392 -0.61
I -1.503 4.863 -0.714 1.03
C -1.630 2.048 0.310 -0.42
O -0.528 1.830 -0.394 -0.31
C -2.201 0.997 1.066 -0.16
N -1.576 -0.200 0.947 -0.01
C -2.006 -1.223 1.665 -0.09
C -3.083 -1.123 2.549 -0.02
C -3.734 0.077 2.677 0.02
C -3.302 1.187 1.926 -0.16
H -3.814 4.474 1.293 0.10
H -1.471 -2.156 1.549 0.10
H -3.386 -1.989 3.120 0.12
H -4.556 0.194 3.370 0.10
N 0.888 -7.229 -0.549 0.18
C 1.723 -6.366 0.081 -0.49
O 2.788 -6.691 0.552 0.10
C 1.270 -4.928 0.134 -0.11
C 1.734 -4.140 1.178 0.05
C 1.397 -2.801 1.210 -0.09
N 0.619 -2.232 0.278 -0.07
C 0.143 -2.996 -0.706 -0.14
C 0.455 -4.336 -0.827 0.01
H 1.149 -8.201 -0.571 0.12
H -0.047 -6.981 -0.817 0.10
H 2.345 -4.577 1.959 0.12
H 1.760 -2.155 1.996 0.09
H -0.522 -2.512 -1.411 0.11
H 0.073 -4.893 -1.672 0.12
C 4.647 -6.728 5.346 -0.07
C 3.908 -5.435 5.153 -0.72
O 2.998 -5.268 4.388 0.02
S 4.548 -4.115 6.203 1.03
C 3.726 -2.723 5.482 -0.53
C 2.340 -2.689 5.396 -0.08
C 1.731 -1.718 4.623 -0.03
C 2.500 -0.768 3.944 -0.26
C 3.879 -0.721 4.166 -0.02
C 4.490 -1.704 4.925 -0.08
C 1.892 -0.047 2.864 -0.13
C 1.417 0.332 1.817 -0.21
H 4.163 -7.294 6.144 0.09
H 5.684 -6.558 5.625 0.07
H 4.589 -7.308 4.427 0.09
H 1.747 -3.439 5.899 0.12
H 0.657 -1.708 4.493 0.12
H 4.467 0.058 3.698 0.11
H 5.564 -1.712 5.058 0.11
C 3.665 -2.656 -1.491 -0.20
Si 3.004 -1.511 -2.824 0.33
C 1.617 -2.307 -3.821 -0.21
C 4.396 -1.088 -3.998 -0.19
As 2.025 0.387 -1.752 0.80
Si 3.874 1.607 -0.806 0.34
C 5.143 1.929 -2.153 -0.20
C 4.604 0.490 0.501 -0.20
C 3.185 3.175 -0.058 -0.20
Si 1.098 1.756 -3.486 0.33
C 2.123 1.609 -5.047 -0.20
C -0.614 1.046 -3.750 -0.21
C 1.133 3.526 -2.912 -0.24
H 3.465 -3.704 -1.725 0.04
H 3.223 -2.439 -0.519 0.00
H 4.747 -2.547 -1.394 0.04
H 1.789 -3.375 -3.967 0.04
H 1.543 -1.844 -4.808 0.03
H 0.652 -2.185 -3.329 -0.01
H 4.704 -1.994 -4.526 0.05
H 5.269 -0.699 -3.474 0.02
H 4.103 -0.353 -4.746 0.01
H 5.831 1.089 -2.249 0.02
H 5.738 2.813 -1.912 0.04
H 4.676 2.096 -3.125 0.01
H 4.796 -0.515 0.118 0.02
H 3.917 0.400 1.341 -0.01
H 5.549 0.897 0.870 0.05
H 3.141 3.990 -0.781 0.03
H 3.803 3.505 0.779 0.04
H 2.175 3.003 0.322 0.02
H 2.060 0.621 -5.506 0.02
H 3.174 1.828 -4.851 0.02
H 1.767 2.341 -5.775 0.05
H -0.553 -0.004 -4.043 0.02
H -1.169 1.581 -4.523 0.04
H -1.180 1.113 -2.819 0.01
H 2.104 3.983 -3.116 0.04
H 0.938 3.584 -1.843 -0.05
H 0.367 4.116 -3.419 0.03
```

* E_tot: -165351.5394 eV
* 2S+1: 1
* frontier orbital gap (spin up / spin down): 6.339 / 6.339 eV
* charge: +1
* highest occupied orbital energy (spin up / spin down): -10.2393 / -10.2399 eV